No. 1
# C27H61N11PdSSb2Si3

A structure of composition C27H61N11PdSSb2Si3 (ωB97M-V with the def2-TZVPD basis set, the Open Molecules 2025 dataset).

Geometry as XYZ:
```
106
Properties=species:S:1:pos:R:3:forces:R:3
Pd 0.334 0.508 0.163 0.10 0.15 0.16
N -0.764 -2.578 2.895 -0.02 -0.01 -0.01
C -1.794 -1.650 2.661 0.15 0.13 0.13
N -2.910 -1.682 3.379 -0.10 -0.12 -0.15
N -3.632 -0.661 2.882 0.00 0.10 0.13
N -2.956 -0.051 1.955 0.00 -0.02 -0.01
N -1.765 -0.661 1.779 -0.18 -0.15 -0.05
C 0.396 -2.618 2.156 0.03 0.01 0.06
N 0.960 -3.785 1.775 -0.02 0.03 -0.05
N 2.033 -3.447 1.094 0.09 -0.05 0.00
N 2.097 -2.150 1.108 -0.09 0.04 -0.05
N 1.105 -1.569 1.769 -0.03 -0.06 0.00
H -1.105 -3.492 3.147 0.01 0.02 -0.01
C -2.001 -5.069 0.282 -0.03 -0.05 0.01
Si -1.472 -4.528 -1.440 -0.02 -0.01 -0.01
C 0.037 -5.569 -1.893 0.03 0.03 0.04
C -2.884 -5.048 -2.592 -0.01 -0.03 0.07
Sb -0.744 -2.063 -1.266 0.03 -0.08 -0.21
Si -0.038 -1.910 -3.729 0.01 -0.03 -0.01
C 1.794 -2.327 -3.856 -0.02 -0.01 0.02
C -0.380 -0.211 -4.476 0.02 -0.02 -0.02
C -0.870 -3.130 -4.919 0.01 0.05 -0.03
Si -3.117 -1.166 -1.598 -0.04 -0.02 0.06
C -3.043 0.687 -1.378 0.05 -0.01 -0.08
C -3.871 -1.505 -3.301 0.01 -0.01 0.01
C -4.268 -1.997 -0.368 0.01 -0.02 -0.04
H -2.347 -6.109 0.269 -0.01 0.00 0.00
H -2.808 -4.443 0.671 0.00 0.01 0.01
H -1.153 -4.998 0.964 0.02 0.02 0.01
H -0.190 -6.637 -1.824 -0.01 -0.02 0.00
H 0.845 -5.345 -1.192 0.02 -0.01 0.00
H 0.402 -5.361 -2.901 -0.01 0.01 -0.02
H -3.018 -6.133 -2.506 -0.01 -0.01 -0.01
H -2.708 -4.808 -3.639 0.03 0.02 -0.02
H -3.819 -4.575 -2.286 -0.02 0.00 -0.01
H 2.400 -1.676 -3.228 -0.01 0.00 0.01
H 2.136 -2.239 -4.893 0.00 0.00 -0.01
H 1.963 -3.357 -3.529 0.02 -0.01 0.01
H -0.275 0.584 -3.741 0.01 0.00 0.02
H -1.382 -0.180 -4.910 -0.02 0.02 0.02
H 0.339 -0.017 -5.279 0.00 0.00 -0.02
H -0.665 -4.170 -4.662 0.01 -0.02 0.02
H -0.475 -2.949 -5.926 0.00 -0.01 -0.01
H -1.951 -2.992 -4.951 -0.03 0.00 0.00
H -2.523 1.134 -2.231 0.00 0.03 0.02
H -2.479 0.917 -0.475 0.02 0.07 0.11
H -4.039 1.130 -1.296 -0.02 -0.01 0.00
H -3.303 -1.024 -4.098 0.01 0.01 -0.02
H -4.889 -1.102 -3.321 -0.01 0.01 0.00
H -3.926 -2.574 -3.515 0.00 -0.01 -0.02
H -3.889 -1.954 0.652 0.00 0.00 0.00
H -4.425 -3.042 -0.646 -0.01 -0.02 0.01
H -5.240 -1.494 -0.378 -0.01 0.01 0.01
C 3.955 0.880 -3.850 0.01 0.04 -0.02
N 4.139 0.144 -2.628 0.00 0.01 0.01
C 5.218 -0.653 -2.295 0.03 0.01 0.03
C 4.904 -1.205 -1.096 0.01 -0.05 -0.04
N 3.663 -0.783 -0.685 0.00 0.03 0.02
C 3.203 0.047 -1.628 -0.03 -0.08 0.00
S 1.712 0.888 -1.728 0.03 0.06 -0.13
H 4.869 0.813 -4.441 0.00 -0.01 0.00
H 3.730 1.925 -3.632 0.00 0.00 0.00
H 3.116 0.474 -4.420 0.00 0.00 0.01
H 6.080 -0.744 -2.932 0.02 0.00 -0.01
H 5.489 -1.890 -0.504 0.00 -0.01 0.00
H 2.744 -1.592 0.472 0.01 0.01 0.05
C -0.360 3.821 4.757 0.03 0.01 -0.01
C -0.902 2.793 3.772 0.01 0.02 -0.02
C -2.285 3.219 3.281 0.00 -0.02 0.01
C -1.063 1.449 4.484 0.00 -0.04 -0.02
Sb 0.324 2.386 1.948 -0.03 0.00 -0.09
C 0.175 4.321 0.857 0.00 0.01 0.04
C -1.074 4.178 -0.015 0.03 -0.01 0.02
C 1.379 4.411 -0.079 -0.02 -0.01 -0.01
C 0.086 5.597 1.688 0.01 -0.02 0.01
C 2.383 2.479 2.779 -0.03 -0.02 0.01
C 3.312 1.970 1.678 0.01 0.05 0.01
C 2.869 3.837 3.271 -0.03 0.02 0.05
C 2.434 1.475 3.931 0.00 0.00 -0.01
H -1.086 3.967 5.571 -0.01 0.00 0.01
H -0.179 4.795 4.297 -0.01 -0.02 0.02
H 0.573 3.487 5.217 -0.03 0.02 0.00
H -2.978 3.253 4.134 -0.01 0.00 0.01
H -2.692 2.500 2.565 0.00 -0.01 0.00
H -2.278 4.210 2.824 0.00 0.03 -0.01
H -1.738 1.572 5.342 0.00 -0.01 0.01
H -0.116 1.055 4.858 -0.02 0.01 0.01
H -1.503 0.698 3.827 0.02 0.04 0.05
H -0.999 3.287 -0.645 -0.01 0.00 -0.01
H -1.173 5.058 -0.667 0.00 0.01 -0.01
H -1.988 4.087 0.573 -0.02 0.00 0.02
H 1.519 3.487 -0.645 0.01 -0.01 0.00
H 2.305 4.631 0.455 0.01 -0.01 0.01
H 1.215 5.227 -0.799 0.01 0.01 -0.01
H -0.810 5.626 2.309 -0.01 0.00 0.00
H 0.048 6.469 1.019 0.00 0.01 -0.01
H 0.952 5.723 2.342 -0.01 0.00 -0.01
H 3.344 2.637 0.816 0.00 -0.01 -0.01
H 3.001 0.993 1.308 -0.01 -0.03 -0.01
H 4.333 1.882 2.079 0.00 0.00 0.00
H 2.910 4.574 2.468 0.01 0.01 -0.02
H 3.889 3.736 3.671 0.01 0.00 0.01
H 2.240 4.241 4.067 0.03 0.00 -0.03
H 2.047 0.499 3.624 0.00 0.00 0.00
H 1.866 1.813 4.800 0.02 -0.01 -0.01
H 3.477 1.338 4.249 0.01 0.00 0.00
```
Positions in Å, forces in eV/Å.

Its energy above the lowest of the compared OMol25 structures with the same formula, charge and spin is 21.1 kJ/mol. Its total charge is -2. The spin multiplicity is 1. For the maximum force, the calculation gives 0.0047 Eh/bohr. The HOMO-LUMO gap is 4.940 eV. The value obtained for the LUMO energy is 4.44 eV.

No. 2
# C4H8NO2

An isolated molecule of C4H8NO2 in a non-equilibrium geometry (ωB97M-V with the def2-TZVPD basis set, the Open Molecules 2025 dataset).

Geometry as XYZ:
```
15
Properties=species:S:1:pos:R:3:forces:R:3
C -1.130 -1.633 -1.088 -0.38 0.83 -0.24
C 0.318 -1.376 -0.703 -0.07 -0.53 -0.68
N 0.652 -0.316 0.110 -0.71 -0.57 0.13
C -0.298 0.483 0.829 -0.07 1.30 -0.79
C 0.180 2.042 0.678 -0.37 -1.36 0.40
O -0.712 2.776 1.329 -0.42 0.32 0.48
O 1.185 -2.107 -1.141 0.06 0.12 0.29
H -1.728 -0.724 -1.188 0.12 -0.01 0.18
H -1.644 -2.270 -0.372 0.17 -0.09 0.15
H -1.177 -2.097 -2.069 0.34 -0.27 0.10
H 1.569 -0.453 0.498 0.28 0.23 0.10
H -1.235 0.532 0.285 -0.12 -0.49 0.15
H -0.498 0.190 1.855 0.30 0.13 0.20
H 1.179 2.068 1.139 0.13 0.23 -0.51
H 0.072 2.165 -0.408 0.75 0.14 0.04
```
Positions in Å, forces in eV/Å.

Its energy above the lowest of the compared OMol25 structures with the same formula, charge and spin is 61.7 kJ/mol. The spin multiplicity is 2. For the maximum force, the calculation gives 0.0297 Eh/bohr. The HOMO-LUMO gap (spin up / spin down) is 10.662 / 8.305 eV. Its expectation value of S² is 0.7557. The value obtained for the LUMO energy (spin up / spin down) is 0.78 / -1.75 eV.

No. 3
# C2H5OPS3

An isolated molecule of C2H5OPS3 in a non-equilibrium geometry (ωB97M-V with the def2-TZVPD basis set, the Open Molecules 2025 dataset).

Geometry as XYZ:
```
12
Properties=species:S:1:pos:R:3:forces:R:3
S 1.747 -3.071 1.735 0.09 -0.05 0.27
P 0.566 -1.800 0.991 -2.41 -0.61 0.69
S -1.559 -2.593 0.528 1.19 -0.07 2.34
O 0.936 -1.287 -0.443 0.33 1.79 -1.89
C 0.388 0.006 -0.832 -1.23 1.08 0.19
C 0.423 1.008 0.395 2.92 -3.47 -0.25
S 0.175 0.060 1.963 0.11 -0.25 -0.74
H -1.847 -2.998 1.894 0.58 0.69 -2.09
H -0.677 -0.108 -1.067 0.01 -0.50 0.28
H 0.731 0.480 -1.818 0.71 -1.16 1.64
H 1.393 1.466 0.511 0.29 0.18 -0.19
H -0.274 1.715 0.239 -2.60 2.36 -0.25
```
Positions in Å, forces in eV/Å.

Its energy above the lowest of the compared OMol25 structures with the same formula, charge and spin is 0.0 kJ/mol. The spin multiplicity is 1. For the maximum force, the calculation gives 0.0884 Eh/bohr. The HOMO-LUMO gap is 9.125 eV. As for the SMILES: S=[P@]1(S)OCCS1. The value obtained for the LUMO energy is 0.16 eV.